Entry 1:
Density functional theory data (ωB97M-V with the def2-TZVPD basis set) for a molecular structure, C28H25F5NOSTi.

Geometry as XYZ:
```
62
Properties=species:S:1:pos:R:3
C 2.572 -0.654 2.282
C 2.622 -1.301 0.981
C 2.141 -0.396 -0.002
H 3.105 -2.268 0.854
C 1.717 0.810 0.645
C 2.073 0.682 2.067
H 1.249 1.673 0.138
C -1.211 -2.097 2.280
C -0.053 -2.766 1.708
C -0.140 -2.597 0.267
H 0.733 -3.245 2.297
C -1.344 -1.838 -0.070
C -1.968 -1.536 1.185
H 2.248 -0.490 -1.092
H 2.131 1.454 2.819
H 2.991 -1.058 3.200
H -2.979 -1.165 1.303
H 0.444 -3.223 -0.406
H -1.504 -2.207 3.321
Ti 0.504 -0.772 1.690
C -2.010 -1.689 -1.483
C -3.332 -2.598 -1.411
C -1.192 -2.394 -2.569
H -3.122 -3.668 -1.213
H -3.860 -2.556 -2.376
H -4.029 -2.245 -0.640
H -1.014 -3.461 -2.341
H -0.224 -1.916 -2.734
H -1.754 -2.375 -3.515
C -2.522 -0.244 -1.952
C -1.845 1.101 -2.388
H -3.187 0.031 -1.131
H -3.212 -0.505 -2.772
O -1.789 2.143 -1.664
N -1.274 1.273 -3.660
C -0.236 2.330 -3.661
H -1.801 1.062 -4.474
C 1.121 1.687 -3.763
C 2.297 2.277 -3.217
H 2.204 3.190 -2.605
C 3.544 1.678 -3.428
H 4.455 2.169 -3.059
C 3.649 0.461 -4.119
H 4.625 0.060 -4.362
C 2.486 -0.223 -4.474
H 2.531 -1.223 -4.911
C 1.237 0.395 -4.278
H 0.324 -0.167 -4.500
H -0.349 2.737 -2.646
H -0.382 3.195 -4.343
F -0.410 2.580 8.039
C -0.487 2.225 6.740
C -1.068 3.094 5.819
F -1.487 4.318 6.197
C -1.169 2.709 4.491
F -1.714 3.556 3.580
C -0.680 1.476 4.022
S -0.930 1.167 2.324
C -0.037 0.650 4.963
F 0.559 -0.522 4.556
C 0.049 1.006 6.303
F 0.702 0.208 7.189
```

Summary:
spin multiplicity: 3
E_LUMO (spin up / spin down): 2.52 / 2.51 eV
energy above the lowest of the compared OMol25 structures with the same formula, charge and spin: 30.45 kcal/mol
DFT total energy: -80515.6801 eV
<S²>: 2.008
total charge: -1
HOMO (spin up / spin down): -2.275 / -3.779 eV

Atom charges from the natural (NBO) analysis, given in e for atoms 1 to 5: -0.39, -0.33, -0.26, 0.22, -0.35

---

Entry 2:
Density functional theory data (ωB97M-V with the def2-TZVPD basis set) for a molecular structure, C28H25N3PtS.

Geometry as XYZ:
```
58
Properties=species:S:1:pos:R:3
Pt 0.434 0.022 0.115
S 5.025 0.087 1.312
C 5.092 0.087 -0.412
C 6.209 0.170 -1.239
C 6.009 0.143 -2.604
C 4.720 0.046 -3.150
C 3.606 -0.030 -2.339
C 3.780 -0.015 -0.954
N 2.804 -0.072 -0.008
C 3.276 -0.016 1.216
C 2.418 0.080 2.363
C 2.893 0.113 3.681
C 2.016 0.341 4.719
C 0.663 0.574 4.468
C 0.173 0.504 3.171
C 1.028 0.221 2.120
H 7.199 0.249 -0.819
H 6.857 0.191 -3.268
H 4.601 0.030 -4.223
H 2.610 -0.098 -2.750
H 3.946 -0.036 3.874
H 2.376 0.362 5.735
H -0.004 0.811 5.283
H -0.878 0.686 2.983
C -3.586 0.188 -3.108
C -4.290 0.492 -1.777
C -4.059 -0.670 -0.867
C -5.009 -1.677 -0.826
C -4.731 -2.912 -0.262
C -3.448 -3.178 0.215
C -2.468 -2.210 0.223
C -1.101 -2.557 0.741
C -0.050 -2.593 -0.378
C -2.792 -0.890 -0.219
N -1.893 0.108 -0.046
C -2.221 1.360 0.229
C -1.273 2.371 0.129
C -1.377 3.766 0.379
C -0.150 4.305 0.071
C 0.683 3.231 -0.345
N 0.017 2.090 -0.330
H -3.768 0.991 -3.816
H -3.964 -0.738 -3.535
H -2.511 0.092 -2.961
H -5.358 0.610 -1.960
H -3.898 1.434 -1.395
H -5.975 -1.504 -1.277
H -5.483 -3.686 -0.244
H -3.217 -4.162 0.592
H -1.152 -3.555 1.181
H -0.797 -1.857 1.534
H -0.386 -3.234 -1.192
H 0.889 -2.991 0.007
H 0.134 -1.574 -0.835
H -3.213 1.610 0.599
H -2.255 4.266 0.742
H 0.138 5.337 0.113
H 1.709 3.289 -0.657
```

Summary:
spin multiplicity: 5
E_LUMO (spin up / spin down): -6.42 / -9.67 eV
energy above the lowest of the compared OMol25 structures with the same formula, charge and spin: 11.27 kcal/mol
DFT total energy: -47975.4696 eV
<S²>: 6.128
total charge: +2
HOMO (spin up / spin down): -13.631 / -14.257 eV

Atom charges from the natural (NBO) analysis, given in e for atoms 1 to 5: 1.05, 0.52, -0.19, -0.21, -0.09

---

Entry 3:
Density functional theory data (ωB97M-V with the def2-TZVPD basis set) for a molecular structure, C28H26As2BrCsF4PSbSe4.

Geometry as XYZ:
```
68
Properties=species:S:1:pos:R:3
Cs 0.826 -1.243 -2.408
Se 5.904 -2.004 -4.707
Sb 3.510 -2.014 -5.241
Se 2.416 -3.698 -3.717
Se 2.625 0.263 -4.580
Se 2.911 -2.447 -7.561
F -7.455 1.637 -3.933
C -6.367 1.306 -3.236
C -6.442 1.178 -1.862
F -7.600 1.394 -1.234
C -5.304 0.841 -1.152
F -5.438 0.780 0.180
C -4.082 0.602 -1.774
P -2.543 0.079 -0.886
C -1.946 1.713 -0.322
C -2.671 2.594 0.484
C -2.141 3.825 0.824
C -0.887 4.200 0.352
C -0.164 3.343 -0.459
C -0.691 2.102 -0.790
C -3.202 -0.758 0.595
C -3.844 -1.978 0.383
C -4.288 -2.739 1.450
C -4.071 -2.306 2.751
C -3.414 -1.105 2.972
C -2.985 -0.333 1.901
C -4.024 0.756 -3.169
Br -2.424 0.567 -4.147
C -5.158 1.103 -3.882
F -5.131 1.258 -5.205
H -3.652 2.311 0.846
H -2.705 4.501 1.455
H -0.478 5.166 0.620
H 0.808 3.626 -0.840
H -0.121 1.439 -1.427
H -3.991 -2.340 -0.629
H -4.788 -3.681 1.265
H -4.401 -2.908 3.588
H -3.229 -0.764 3.983
H -2.480 0.604 2.095
C 0.582 -1.760 2.773
As 1.267 -0.562 1.366
C 0.741 1.135 2.225
C 3.159 -0.495 1.933
C 3.443 -0.325 3.291
C 4.748 -0.249 3.747
C 5.790 -0.345 2.836
C 5.513 -0.517 1.493
C 4.204 -0.595 1.010
As 3.881 -0.881 -0.942
C 4.849 -2.578 -1.055
C 5.284 0.294 -1.630
H 0.789 -1.376 3.772
H 1.049 -2.738 2.660
H -0.495 -1.869 2.647
H 0.965 1.116 3.292
H -0.323 1.321 2.078
H 1.295 1.949 1.758
H 2.636 -0.251 4.011
H 4.950 -0.118 4.804
H 6.819 -0.289 3.174
H 6.335 -0.599 0.791
H 5.796 -2.505 -0.518
H 5.025 -2.766 -2.116
H 4.232 -3.378 -0.648
H 6.272 -0.015 -1.289
H 5.074 1.321 -1.328
H 5.240 0.205 -2.716
```

Summary:
E_LUMO: 2.90 eV
DFT total energy: -509809.2191 eV
total charge: -2
HOMO: -0.585 eV

Atom charges from the Mulliken analysis, given in e for atoms 1 to 5: 0.95, -0.82, 0.83, -0.94, -0.99

---

Entry 4:
Density functional theory data (ωB97M-V with the def2-TZVPD basis set) for a molecular structure, C28H26Cl5MnNO6S2.

Geometry as XYZ:
```
69
Properties=species:S:1:pos:R:3
Mn 0.079 -0.241 0.393
C 0.759 1.634 -2.078
O 0.289 1.441 -0.719
C -0.695 2.434 -0.352
C -0.762 2.478 1.143
O -0.922 1.134 1.641
C -2.038 1.008 2.559
H -0.085 1.764 -2.747
H 1.316 0.751 -2.371
H 1.398 2.515 -2.096
H -1.652 2.154 -0.796
H -0.389 3.409 -0.733
H -1.603 3.102 1.445
H 0.149 2.898 1.575
H -2.971 1.197 2.030
H -1.906 1.718 3.373
H -2.038 0.002 2.960
Cl -0.662 -1.925 1.950
C -1.937 -1.846 0.734
C -1.624 -0.976 -0.284
C -2.543 -0.859 -1.310
Cl -2.245 0.201 -2.638
C -3.729 -1.606 -1.289
Cl -4.848 -1.463 -2.568
C -4.002 -2.473 -0.222
Cl -5.443 -3.377 -0.191
C -3.086 -2.600 0.827
Cl -3.352 -3.631 2.159
N 1.869 0.248 1.544
C 3.233 -0.066 1.125
C 4.056 -0.800 1.959
C 5.353 -1.091 1.559
C 5.793 -0.625 0.329
C 4.978 0.127 -0.506
C 3.683 0.399 -0.100
S 7.466 -0.912 -0.146
O 7.875 -2.188 0.393
O 8.257 0.170 0.455
O 7.535 -0.835 -1.588
H 1.727 -0.122 2.482
H 1.797 1.260 1.640
H 3.696 -1.160 2.917
H 6.012 -1.669 2.192
H 5.355 0.477 -1.457
H 3.023 0.979 -0.732
O 0.858 -3.116 -0.239
S 1.336 -1.766 -0.988
C 1.673 -4.279 -0.324
C 3.001 -4.236 -0.695
C 3.717 -5.427 -0.719
C 3.104 -6.621 -0.374
C 1.767 -6.631 0.003
C 1.037 -5.451 0.028
C 0.741 -2.026 -2.626
C -0.372 -2.822 -2.870
C -0.751 -3.049 -4.181
C -0.034 -2.476 -5.227
C 1.086 -1.697 -4.971
C 1.494 -1.483 -3.663
H 3.477 -3.298 -0.958
H 4.760 -5.418 -1.007
H 3.665 -7.544 -0.396
H 1.285 -7.560 0.276
H -0.007 -5.439 0.317
H -0.915 -3.275 -2.052
H -1.606 -3.678 -4.389
H -0.337 -2.658 -6.250
H 1.660 -1.279 -5.787
H 2.400 -0.924 -3.453
```

Summary:
spin multiplicity: 4
E_LUMO (spin up / spin down): -7.31 / -8.30 eV
DFT total energy: -158816.6929 eV
<S²>: 3.835
total charge: +2
HOMO (spin up / spin down): -13.981 / -13.982 eV

Atom charges from the natural (NBO) analysis, given in e for atoms 1 to 5: 1.06, -0.25, -0.56, -0.10, -0.10

---

Entry 5:
Density functional theory data (ωB97M-V with the def2-TZVPD basis set) for a molecular structure, C28H26Cl5N4O4Ti.

Geometry as XYZ:
```
68
Properties=species:S:1:pos:R:3
Ti -0.359 -0.792 0.191
O -0.665 0.735 1.261
C -1.687 1.495 1.619
C -1.493 2.557 2.503
C -2.529 3.409 2.862
C -3.808 3.188 2.328
C -4.022 2.132 1.471
C -2.986 1.239 1.086
C -3.253 0.171 0.203
N -2.338 -0.698 -0.295
C -2.886 -1.646 -1.248
C -1.743 -2.225 -2.073
N -0.715 -2.533 -1.108
C -0.253 -3.705 -0.964
C 0.595 -4.122 0.141
C 1.309 -5.315 0.019
C 2.086 -5.806 1.048
C 2.120 -5.088 2.248
C 1.403 -3.924 2.404
C 0.619 -3.382 1.358
O -0.032 -2.282 1.542
H -0.491 2.693 2.897
H -2.354 4.227 3.550
H -4.629 3.841 2.598
H -5.017 1.960 1.071
H -4.282 0.074 -0.145
H -3.618 -1.164 -1.912
H -3.404 -2.467 -0.728
H -1.361 -1.461 -2.756
H -2.051 -3.105 -2.653
H -0.527 -4.483 -1.688
H 1.250 -5.856 -0.921
H 2.652 -6.721 0.933
H 2.724 -5.453 3.071
H 1.432 -3.362 3.330
Cl 7.372 -1.789 0.215
C 5.657 -1.590 0.095
C 4.929 -1.060 1.158
Cl 5.752 -0.608 2.610
C 3.555 -0.895 1.066
Cl 2.641 -0.267 2.384
C 2.842 -1.246 -0.107
O 1.579 -1.098 -0.216
C 3.609 -1.790 -1.165
Cl 2.756 -2.248 -2.594
C 4.982 -1.957 -1.067
Cl 5.865 -2.625 -2.393
C 1.729 2.242 -0.009
N 0.544 2.825 -0.603
C 0.270 4.194 -0.204
C -0.640 4.879 -1.198
C -1.844 4.000 -1.448
N -1.412 2.681 -1.869
C -2.442 1.875 -2.494
C -0.324 2.058 -1.309
O -0.153 0.841 -1.492
H 2.627 2.669 -0.467
H 1.732 1.169 -0.154
H 1.738 2.449 1.062
H 1.228 4.719 -0.143
H -0.176 4.202 0.798
H -0.106 5.035 -2.139
H -0.951 5.852 -0.815
H -2.463 4.418 -2.247
H -2.471 3.922 -0.548
H -2.706 2.310 -3.463
H -3.331 1.835 -1.859
H -2.073 0.865 -2.631
```

Summary:
E_LUMO (spin up / spin down): 2.51 / 2.51 eV
DFT total energy: -129342.1981 eV
total charge: -1
HOMO (spin up / spin down): -1.934 / -1.976 eV

Atom charges from the natural (NBO) analysis, given in e for atoms 1 to 5: 1.60, -0.74, 0.25, -0.26, -0.29

---

Entry 6:
Density functional theory data (ωB97M-V with the def2-TZVPD basis set) for a molecular structure, C28H26CoN3S.

Geometry as XYZ:
```
59
Properties=species:S:1:pos:R:3
Co 0.070 -0.056 -0.153
C -0.631 0.656 4.010
C 0.672 0.537 4.551
C 1.716 0.259 3.720
C 1.495 0.103 2.327
N 0.233 0.250 1.816
C -0.785 0.502 2.660
C 2.473 -0.196 1.362
C 3.863 -0.302 1.617
C 4.736 -0.551 0.604
C 4.217 -0.710 -0.711
C 2.876 -0.599 -0.912
N 1.973 -0.339 0.076
H -1.488 0.871 4.633
H 0.841 0.654 5.615
H 2.715 0.148 4.120
H -1.758 0.592 2.195
H 4.230 -0.169 2.627
H 5.798 -0.624 0.797
H 4.866 -0.916 -1.552
H 2.433 -0.716 -1.892
S -3.997 -2.133 -0.282
C -2.887 -3.438 0.025
C -3.123 -4.804 0.109
C -2.049 -5.641 0.358
C -0.757 -5.131 0.521
C -0.516 -3.774 0.440
C -1.592 -2.922 0.192
N -1.505 -1.555 0.092
C -2.660 -1.005 -0.157
C -2.754 0.433 -0.318
C -3.974 1.097 -0.454
C -3.981 2.473 -0.579
C -2.766 3.158 -0.538
C -1.565 2.476 -0.401
C -1.500 1.076 -0.316
H -4.120 -5.205 -0.019
H -2.211 -6.710 0.426
H 0.063 -5.811 0.711
H 0.472 -3.350 0.558
H -4.910 0.547 -0.455
H -4.913 3.012 -0.693
H -2.764 4.241 -0.617
H -0.645 3.049 -0.365
C 0.550 -0.382 -4.516
C -0.061 0.375 -3.322
C -1.544 0.635 -3.640
C 0.658 1.723 -3.190
C 0.093 -0.435 -2.061
H 0.471 0.200 -5.440
H 0.040 -1.335 -4.668
H 1.607 -0.594 -4.338
H -1.644 1.158 -4.599
H -2.010 1.245 -2.868
H -2.094 -0.306 -3.705
H 0.516 2.336 -4.088
H 1.728 1.573 -3.040
H 0.276 2.273 -2.332
H 0.156 -1.512 -2.282
```

Summary:
spin multiplicity: 2
E_LUMO (spin up / spin down): 2.53 / 2.53 eV
DFT total energy: -82389.3543 eV
<S²>: 0.764
total charge: -1
HOMO (spin up / spin down): -1.876 / -1.881 eV

Atom charges from the natural (NBO) analysis, given in e for atoms 1 to 5: 0.79, -0.34, -0.22, -0.22, 0.10

---

Entry 7:
Density functional theory data (ωB97M-V with the def2-TZVPD basis set) for a molecular structure, C28H26F2N3RhS.

Geometry as XYZ:
```
61
Properties=species:S:1:pos:R:3
Rh 0.013 0.609 -0.252
F -3.671 -3.220 -1.285
C -2.366 -2.888 -1.222
C -2.020 -1.587 -0.924
C -0.673 -1.214 -0.840
C 0.305 -2.211 -1.085
C -0.110 -3.503 -1.388
F 0.806 -4.478 -1.605
C -1.433 -3.879 -1.462
C 1.706 -1.807 -0.910
C 2.838 -2.511 -1.319
C 4.094 -2.009 -1.030
C 4.216 -0.822 -0.327
C 3.054 -0.164 0.029
N 1.840 -0.629 -0.267
H -2.815 -0.874 -0.755
H -1.719 -4.894 -1.695
H 2.733 -3.439 -1.856
H 4.976 -2.551 -1.348
H 5.179 -0.408 -0.066
H 3.075 0.769 0.577
N -0.244 -1.503 2.400
C -0.762 -0.270 2.216
S 0.231 1.113 2.173
N -2.101 -0.135 2.164
C -3.116 -1.121 2.171
C -4.240 -0.891 1.381
C -5.279 -1.804 1.357
C -5.208 -2.965 2.114
C -4.097 -3.187 2.911
C -3.055 -2.269 2.955
H 0.752 -1.537 2.242
H -0.763 -2.281 2.013
H -2.388 0.802 1.923
H -4.285 0.004 0.771
H -6.141 -1.614 0.731
H -6.013 -3.687 2.085
H -4.037 -4.079 3.521
H -2.219 -2.436 3.619
C -1.952 1.701 -2.990
C -1.108 2.431 -1.936
C -1.490 3.918 -1.943
C -1.359 1.742 -0.615
C 0.402 2.244 -2.171
C 1.286 2.878 -1.285
C 2.664 2.823 -1.491
C 3.180 2.125 -2.567
C 2.314 1.493 -3.456
C 0.946 1.563 -3.269
H -3.008 1.751 -2.712
H -1.675 0.650 -3.054
H -1.844 2.176 -3.969
H -2.564 4.027 -1.777
H -1.243 4.372 -2.906
H -0.969 4.473 -1.163
H -2.229 2.097 -0.044
H 0.894 3.478 -0.475
H 3.328 3.337 -0.805
H 4.251 2.080 -2.725
H 2.711 0.947 -4.303
H 0.291 1.069 -3.974
```

Summary:
E_LUMO (spin up / spin down): 0.45 / 0.45 eV
energy above the lowest of the compared OMol25 structures with the same formula, charge and spin: 0.00 kcal/mol
DFT total energy: -53205.9639 eV
HOMO (spin up / spin down): -6.745 / -6.741 eV

Atom charges from the natural (NBO) analysis, given in e for atoms 1 to 5: 0.38, -0.34, 0.50, -0.41, -0.14

---

Question: DFT total energy of number 6 (C28H26CoN3S)?
Answer: -82389.3543 eV

---

Question: Among the records above, which one has the highest DFT total energy?
Answer: C28H25N3PtS